Entry 1:
The following is a DFT calculation (wB97M-V/def2-TZVPD) of a 8-piece molecular cluster, C16H48O8S3 overall.

Each line ends with the Mulliken charge.
Positions of all 75 atoms, in Å:
S -0.089 -2.244 0.813  0.2214
S 2.802 2.367 2.938  0.5392
S 4.597 -2.753 0.318  0.6441
O -1.790 3.486 3.987  -0.4971
O -4.500 1.833 -2.457  -0.5010
O 0.071 -0.352 -6.145  -0.5004
O 3.809 2.439 -0.008  -0.4931
O -6.068 -0.266 -0.533  -0.5191
O 6.019 -3.108 0.160  -0.7297
O 1.468 -2.045 1.082  -0.4783
O 2.748 2.254 4.495  -0.6974
C 0.621 -1.907 -4.377  -1.2484
C -0.915 -0.744 0.980  -0.5696
C 2.142 4.011 2.624  -0.7638
C -4.880 -0.052 0.087  0.2552
C 3.319 1.876 -1.156  -0.6613
C -0.041 -2.303 -0.960  -0.3923
C -5.016 -0.880 1.409  -1.0160
C 4.209 -3.887 1.656  -1.1130
C -1.680 1.332 4.919  -0.7159
C 3.063 0.393 -1.027  0.0698
C 0.629 -1.677 -5.847  -0.5541
C -2.888 0.291 -3.106  -0.5940
C -3.152 1.741 -2.638  -0.5529
C 1.257 1.573 2.402  -0.7490
C -2.345 2.785 5.068  -0.2385
C 3.864 -3.448 -1.096  -0.7754
H 4.155 -4.501 -1.365  0.4744
H 2.135 0.396 -0.301  -0.2556
H 0.679 -1.642 -1.148  -0.1408
H 1.016 2.106 1.418  0.2791
H 1.459 -1.813 -6.329  0.5307
H -4.874 2.714 -2.940  0.3127
H 2.906 4.575 3.356  0.3355
H -4.732 0.870 0.362  0.4798
H -5.703 -0.572 2.090  0.4397
H 4.047 1.800 -1.825  0.3893
H 2.828 -3.717 -0.793  0.0446
H -3.476 2.840 5.025  0.2424
H -4.233 -0.655 2.124  0.2416
H 1.071 -1.172 -3.761  0.3734
H -2.710 2.289 -3.370  0.5057
H -2.724 1.827 -1.719  0.2537
H -0.615 1.143 5.282  0.3050
H -1.856 4.395 4.139  0.2717
H 4.605 1.944 0.379  0.3090
H -0.864 -0.589 2.026  0.2227
H 2.499 2.489 -1.362  0.3909
H 2.838 -0.078 -1.905  0.4271
H 0.487 1.725 3.030  0.2865
H 1.532 0.578 2.152  0.2696
H 4.071 -4.832 1.400  0.4286
H 4.037 -2.757 -1.902  0.3271
H -2.217 0.726 5.695  0.3838
H 4.936 -3.791 2.452  0.3888
H 3.769 -0.180 -0.229  -0.1889
H -4.038 -0.376 -0.614  -0.5199
H -6.676 0.483 -0.270  0.3401
H -4.917 -2.035 1.125  0.2052
H -1.839 0.923 3.945  -0.0450
H -3.590 -0.574 -2.577  0.2170
H 3.284 -3.452 2.225  0.2554
H -0.039 -2.436 -6.342  0.2392
H -2.861 0.179 -4.254  0.3490
H -1.949 0.100 -2.796  0.1060
H -1.877 3.327 5.943  0.2944
H 1.272 3.979 2.786  0.2671
H -0.564 0.250 0.717  0.2583
H -1.093 -2.220 -1.293  0.4476
H 1.196 -2.735 -3.962  0.4627
H 0.623 -3.282 -1.435  0.2262
H -0.200 -2.096 -3.761  0.4062
H 2.289 4.266 1.483  0.2177
H -1.812 -0.852 0.545  0.2728
H 0.500 -0.315 -7.034  0.3024

Summary:
HOMO-LUMO gap	0.3200	hartree
total energy	-66241.9298	eV
energy relative to the best compared isomer or geometry (same formula, charge and spin)	50.35	kcal/mol
HOMO	-0.3104	Ha

***

Entry 2:
The following is a DFT calculation (wB97M-V/def2-TZVPD) of a 11-piece molecular cluster, C6H36N2O11 overall.

Each line ends with the natural charge from an NBO analysis.
Positions of all 55 atoms, in Å:
O 3.387 1.457 -1.880  -0.9938
O -1.520 -0.068 -4.041  -0.9577
O 4.218 -1.377 1.414  -0.9861
O -3.694 -3.105 0.899  -0.9757
O -5.074 0.228 -1.393  -0.9732
O 0.392 2.434 -3.845  -0.9488
O 2.240 -3.121 1.328  -0.9673
O 5.106 0.528 0.133  -0.8282
O 1.200 -2.170 -3.134  -0.9801
O 1.077 0.169 -1.837  -0.7449
O 4.766 1.325 2.559  -0.9418
N -0.238 0.831 -0.017  -0.7334
N -2.962 -0.248 0.355  -0.7151
C 0.688 -0.216 -0.549  0.1133
C -1.401 0.330 2.076  -0.4763
C 0.482 1.949 2.025  -0.4180
C -0.278 1.065 1.395  0.1615
C -3.878 0.161 2.631  -0.6234
C -2.829 0.579 1.596  -0.0494
H -4.253 1.024 3.174  0.2543
H 2.558 0.934 -2.046  0.5115
H -3.630 -0.738 3.187  0.2305
H 1.172 2.713 1.691  0.2195
H 2.037 -1.726 -3.246  0.4893
H 0.253 2.125 3.076  0.2107
H -0.096 1.646 -0.596  0.4023
H 1.144 2.977 -3.583  0.4665
H -1.114 -0.736 2.126  0.2196
H -1.360 0.465 3.165  0.2513
H 0.145 2.831 -4.688  0.4841
H -5.685 0.798 -0.909  0.4905
H 0.215 -1.198 -0.587  0.1745
H 3.513 -2.076 1.359  0.5265
H -2.663 -1.220 0.487  0.4508
H -3.890 -0.274 -0.102  0.4673
H 4.660 -1.521 2.258  0.5090
H 3.829 1.236 2.774  0.4989
H 0.706 -2.399 -3.921  0.4936
H -2.261 0.089 -0.328  0.4564
H -4.635 -3.228 0.744  0.4970
H 3.056 2.341 -2.071  0.4800
H 1.611 -0.117 0.032  0.1597
H 4.564 0.988 -0.550  0.5515
H 2.383 -3.711 2.074  0.5004
H 1.572 -3.505 0.754  0.5091
H -3.484 -3.432 1.778  0.4889
H 4.982 1.057 1.000  0.5374
H -1.911 0.799 -4.188  0.4781
H -4.769 -0.088 2.035  0.2141
H -2.021 -0.637 -4.637  0.4825
H 0.323 0.080 -2.442  0.5282
H -2.963 1.646 1.431  0.2364
H -5.342 0.330 -2.313  0.5080
H 5.048 2.154 2.967  0.5133
H 4.624 -0.377 0.379  0.5467

Summary:
HOMO-LUMO gap	0.3716	hartree
total energy	-32294.8165	eV
energy relative to the best compared isomer or geometry (same formula, charge and spin)	0.00	kcal/mol
HOMO	-0.5453	Ha
net charge	+2

***

Entry 3:
The following is a DFT calculation (wB97M-V/def2-TZVPD) of C34H51BrN2P2Pt as an isolated structure.

Each line ends with the Mulliken spin population.
Positions of all 91 atoms, in Å:
Pt -0.271 -0.436 0.543  0.8660
Br -6.171 1.992 2.340  0.0016
P 1.834 -0.528 -0.224  0.1399
P -1.655 -1.550 -1.342  0.2098
N 0.127 1.446 3.053  -0.0117
N 3.303 4.498 -2.958  0.0192
C -2.545 -0.337 -2.381  0.0448
C 0.233 -1.912 4.626  0.0060
C 2.142 4.195 -0.867  0.0090
C 1.122 3.487 -2.942  0.0188
C -2.841 -2.665 -0.511  0.0186
C -4.147 -3.009 -1.229  0.0289
C -0.558 -2.508 -2.437  0.0246
C 0.827 0.327 3.812  -0.0025
C -1.165 -3.728 -3.122  0.0252
C -0.221 -2.875 2.057  0.0981
C 1.088 3.574 -1.546  -0.0136
C -0.057 -1.510 2.254  -0.0768
C 2.481 -2.223 0.035  0.0095
C 0.294 -1.040 3.533  0.1129
C -3.795 0.835 1.266  -0.0208
C -2.925 3.177 -0.015  0.0253
C -0.193 -3.759 3.139  0.0064
C -0.708 2.164 -0.304  0.0413
C -2.514 0.935 0.754  0.1888
C -3.108 -0.832 -3.714  0.0334
C 3.708 -2.589 -0.805  0.0042
C 4.382 0.307 0.642  0.0219
C -0.007 3.040 -0.854  -0.0263
C 1.962 -0.118 -2.004  -0.0300
C -4.179 3.137 0.555  0.0008
C -2.060 2.083 0.136  -0.1069
C 2.260 3.948 -3.601  -0.0067
C -1.262 1.699 3.548  -0.0040
C 3.341 0.362 -2.467  0.0289
C -0.028 -3.265 4.445  0.0027
C -4.567 1.984 1.245  0.0008
C 3.232 4.636 -1.619  -0.0071
C 2.896 0.653 0.676  0.0628
C 0.911 2.710 3.106  0.0078
H 3.977 -3.626 -0.568  -0.0003
H 3.605 1.332 -2.019  -0.0028
H 2.696 1.644 0.233  -0.0363
H 1.903 0.380 3.557  -0.0061
H -4.836 3.984 0.507  0.0000
H 4.129 -0.371 -2.239  -0.0021
H -1.514 -4.480 -2.399  0.0000
H 0.728 0.586 4.877  0.0006
H -0.391 -3.244 1.044  0.0093
H 0.416 3.449 2.461  0.0029
H -1.843 0.766 3.537  0.0009
H 4.779 0.304 -0.380  -0.0017
H -3.651 0.012 -4.154  0.0014
H 0.074 1.123 2.044  0.1599
H 2.540 0.687 1.717  -0.0247
H 2.350 3.859 -4.693  -0.0002
H 1.197 0.649 -2.206  0.0472
H 4.567 -1.955 -0.558  -0.0006
H -4.705 -3.665 -0.550  0.0008
H 1.934 2.513 2.759  -0.0041
H -3.047 -2.210 0.475  0.0095
H 4.587 -0.671 1.102  -0.0007
H -0.332 -4.821 2.972  0.0006
H -0.219 -1.773 -3.188  0.0033
H -4.147 -0.080 1.723  0.0007
H -0.060 -3.942 5.298  0.0002
H 2.160 4.208 0.222  0.0011
H 3.318 0.493 -3.557  0.0014
H -4.764 -2.122 -1.422  -0.0005
H -1.886 0.006 0.937  0.0722
H -2.528 4.036 -0.552  0.0012
H 1.649 -2.923 -0.151  0.0075
H 0.329 -2.790 -1.839  0.0063
H 0.353 2.941 -3.488  0.0004
H -3.825 -1.657 -3.594  -0.0026
H 4.094 5.101 -1.128  0.0000
H -3.982 -3.570 -2.161  -0.0023
H -1.839 0.496 -2.543  0.0059
H -3.341 0.064 -1.733  0.0023
H -2.257 -3.580 -0.316  -0.0002
H -2.314 -1.123 -4.415  -0.0013
H 3.511 -2.521 -1.884  -0.0007
H 0.931 3.031 4.154  0.0002
H -1.978 -3.458 -3.811  -0.0037
H 4.930 1.072 1.207  0.0014
H 2.702 -2.287 1.115  -0.0035
H 0.432 -1.509 5.615  0.0030
H 1.664 -1.025 -2.554  -0.0010
H -0.360 -4.173 -3.718  0.0008
H -1.722 2.436 2.874  0.0023
H -1.181 2.096 4.569  0.0005

Summary:
HOMO-LUMO gap (spin up / spin down)	0.2225 / 0.2311	hartree
2S+1	3
total energy	-130915.4827	eV
energy relative to the best compared isomer or geometry (same formula, charge and spin)	0.00	kcal/mol
HOMO (spin up / spin down)	-0.4392 / -0.5059	Ha
net charge	+2